# 1
Molecular formula: C6H13N3
Method: DFT, ωB97M-V/def2-TZVPD

As for the charge: +2. For the maximum force, the calculation gives 4.4 eV/Å. The LUMO energy is -7.96 eV.

The geometry in XYZ format:
```
22
Properties=species:S:1:pos:R:3:forces:R:3
C 1.5710 1.2628 0.3094 0.3231 1.7582 -0.4151
C 1.3541 -1.9488 0.7199 1.5699 -2.3645 3.3696
H 1.2097 -1.0829 -1.1187 0.4245 -0.5444 -0.8920
H -2.0799 0.3413 -2.2993 1.5632 -1.1120 2.4237
N -1.9845 0.1905 1.0238 -0.1128 -0.4021 2.0227
H -1.1682 -1.1694 -1.5366 -0.5981 1.0095 0.0917
C -0.7521 0.3017 1.5336 -0.2188 -0.3267 -1.9367
H 1.9315 -2.7984 0.3133 -0.6276 0.5083 -0.2832
C 0.9892 -1.0064 -0.0791 -0.1990 0.5722 -1.6065
H -0.6297 1.2279 2.0083 0.7486 1.3193 0.6825
H 2.1787 1.0219 -0.5218 1.3243 0.1045 -0.8424
H 1.4183 2.3855 0.2923 -0.9062 -1.3337 -0.0766
H 2.1324 1.0912 1.1964 0.1633 -0.6852 0.8230
H -0.4950 1.7286 -1.1187 0.6463 -0.9680 0.4353
H -3.4800 -0.1276 -0.3984 0.3893 -0.1762 0.9697
H 0.4785 0.4054 -1.8172 -1.8616 1.3670 0.8996
H 1.3763 -2.0960 1.8609 -0.5986 0.9045 -1.7466
C -1.5242 -0.1217 -1.3182 -0.4428 0.1137 -1.9371
N 0.4544 0.3122 0.1301 -1.3499 1.5355 3.0873
C -2.4150 -0.0598 -0.0987 -1.0686 0.1030 -2.9201
N -0.2624 0.7008 -1.0494 0.9885 -0.7831 -2.8985
H -0.3028 -0.5589 1.9679 -0.1569 -0.5998 0.7496
```
Forces are in eV/Å.

=====

# 2
Molecular formula: C6H13N3O2S
Method: DFT, ωB97M-V/def2-TZVPD

As for the charge: 0. For the maximum force, the calculation gives 5.6 eV/Å. The LUMO energy is -0.10 eV.

The geometry in XYZ format:
```
25
Properties=species:S:1:pos:R:3:forces:R:3
H 0.3931 -2.3378 -1.1597 0.5661 1.5037 1.1010
C 1.3854 -0.3263 -0.5791 -1.0203 0.9087 3.3995
S -2.2213 1.7737 -1.2250 -0.8661 -0.4071 0.1473
N 2.5342 -0.9949 0.0516 0.0967 -0.4715 1.5827
H 0.1931 -1.3294 1.6703 1.7758 1.1484 0.3817
C -1.8198 -0.7296 1.1741 1.1864 -1.4592 -4.7249
O 0.9246 0.8408 -2.6660 0.6429 -0.3064 -0.1106
H -0.4999 2.7657 1.9587 -3.2046 0.7285 -4.5866
C 1.7839 0.1209 -1.9014 2.1284 -0.4105 -3.2738
H -0.9908 0.8041 2.1280 -1.3330 0.8271 -2.7046
H -2.6782 -1.0358 0.4291 1.7695 0.8768 1.4240
C 0.1455 -1.3058 -0.6909 0.9516 -2.4681 2.2219
N -1.5082 0.7041 1.1659 0.4167 -2.2935 4.2227
O 2.8699 -0.2804 -2.3641 -2.8247 1.7518 0.4495
H 0.9688 0.6077 0.1876 1.3697 -2.4306 -2.4141
H 2.9643 -1.6871 -0.5326 -0.6493 -0.4915 -0.7395
N -1.2199 2.8709 0.9093 2.5552 1.3208 4.1042
H -0.6230 -1.0785 -1.4163 -0.4640 1.1799 0.4101
H -1.1671 3.7593 0.3679 -0.0721 -1.4434 0.6996
H -2.0166 -1.1144 2.1263 -0.8871 0.1401 1.6339
H 3.4090 -0.5217 0.3376 -1.5373 0.8926 -0.2560
H -0.6252 -2.6015 1.1700 -0.0564 0.3670 -1.3026
C -0.4019 -1.5560 0.8337 -3.6106 -0.0334 -1.6449
H -0.0083 0.9011 -2.3789 0.4459 -0.0030 0.6339
C -1.7917 1.7510 0.4040 2.6205 0.5725 -0.6543
```
Forces are in eV/Å.

=====

# 3
Molecular formula: C6H13N3P
Method: DFT, ωB97M-V/def2-TZVPD

As for the charge: +1. For the maximum force, the calculation gives 2.8 eV/Å. The LUMO energy is -3.67 eV. As for the SMILES: C/C=C1/C(=[NH2+])N[PH2]=N[C@H]1C.

The geometry in XYZ format:
```
23
Properties=species:S:1:pos:R:3:forces:R:3
N -0.5998 -2.3547 -0.4691 1.3937 0.2946 0.5244
H -1.1376 2.2020 2.0797 0.3032 -1.5071 -1.0716
H 2.0210 -1.7657 -0.4470 -0.7862 1.7075 0.9759
P -1.5249 1.3333 -1.4928 -0.1190 -1.0968 -0.9890
H 0.9940 1.5329 0.8561 -1.1141 0.3223 -0.4118
C 2.7291 -0.0416 0.8027 2.5931 0.3519 -0.3805
C -0.5709 -1.0439 -0.7620 1.0574 -1.3558 -0.3916
H 3.3857 0.5554 0.0087 -1.4750 -0.8018 1.8161
H 0.2189 -2.9000 -0.0356 -2.2455 1.2715 -0.8697
C 0.4704 -0.1828 -0.1652 0.5432 -2.0132 1.8504
H -1.6889 1.6920 -2.8254 0.1563 0.2470 0.0090
H -1.9491 0.7228 1.3754 -0.8369 0.5693 -1.1213
N -0.3960 2.0121 -0.6852 -0.1587 -1.0929 -0.6929
H 2.4400 0.5381 1.7178 0.1149 -0.2995 -1.2441
H -2.7727 1.1951 -0.9938 -1.2718 0.2727 0.4776
H -1.4238 -2.7347 -0.8927 0.2382 -1.5681 0.1769
H -0.8176 0.4402 2.3620 1.2107 0.3527 0.3221
C 0.0169 1.1629 0.4567 2.0841 0.2602 -0.1929
C 1.6911 -0.7901 0.0838 -1.9130 0.8833 -1.6687
C -0.9906 1.1810 1.5750 -0.6777 -0.1306 1.8658
N -1.4561 -0.6207 -1.6449 0.6776 2.2307 0.6972
H -2.0702 -1.3349 -2.0593 -0.0081 0.9575 0.1158
H 3.4313 -0.7987 1.1551 0.2336 0.1448 0.2028
```
Forces are in eV/Å.